No. 1
{
  "formula": "C35H58BF17N2O9P",
  "method": "ωB97M-V/def2-TZVPD",
  "largest_force_ev_per_a": 0.9,
  "lumo_energy_ev": -2.38,
  "homo_ev": -10.574,
  "total_charge": 1,
  "gap_ev": 8.20,
  "energy_ha": -4218.76315,
  "elements": ["C", "C", "C", "C", "C", "C", "C", "N", "C", "O", "O", "B", "O", "O", "C", "C", "C", "C", "C", "F", "F", "C", "F", "F", "C", "F", "F", "C", "F", "F", "C", "F", "F", "C", "F", "F", "C", "F", "F", "C", "F", "F", "F", "O", "C", "C", "C", "N", "P", "O", "H", "H", "H", "H", "H", "H", "H", "H", "H", "H", "H", "H", "H", "H", "H", "H", "H", "H", "H", "H", "H", "H", "H", "H", "H", "H", "H", "H", "H", "H", "H", "H", "H", "H", "C", "C", "C", "O", "C", "H", "H", "H", "H", "H", "H", "H", "H", "C", "C", "C", "O", "C", "H", "H", "H", "H", "H", "H", "H", "H", "C", "C", "C", "O", "C", "H", "H", "H", "H", "H", "H", "H", "H"],
  "positions_angstrom": [[2.0313, -3.5108, 4.7097], [2.7099, -3.8383, 3.3731], [3.4386, -2.6068, 2.8341], [3.9553, -2.6520, 1.3715], [3.3242, -3.7131, 0.4517], [4.0145, -1.2600, 0.7123], [4.8532, -0.3133, 1.5568], [4.4995, 1.0726, 1.1050], [5.1817, 1.5115, -0.1984], [6.2834, 0.7022, -0.4686], [7.4557, 1.5198, -0.2339], [5.0877, 2.1222, 2.1165], [6.2287, 1.7514, 2.7703], [4.4550, 3.2874, 2.2169], [5.0947, 4.4553, 2.7662], [2.9459, 0.9848, 0.9922], [2.4048, 1.1394, 2.4355], [0.9322, 0.7762, 2.6196], [0.3749, 1.2806, 3.9489], [0.5476, 0.3620, 4.9223], [1.0064, 2.4130, 4.3588], [-1.1220, 1.6738, 3.8660], [-1.5018, 2.2683, 4.9922], [-1.2111, 2.5659, 2.8558], [-2.0894, 0.4829, 3.5980], [-2.1138, -0.2568, 4.7082], [-1.5969, -0.2797, 2.5915], [-3.5750, 0.7978, 3.2428], [-4.2278, -0.3685, 3.3284], [-4.0667, 1.6356, 4.1592], [-3.9197, 1.4290, 1.8438], [-3.6358, 2.7380, 1.9263], [-5.2370, 1.2938, 1.6833], [-3.2206, 0.9802, 0.5026], [-1.9254, 1.3522, 0.5979], [-3.7857, 1.7664, -0.4201], [-3.2150, -0.5134, -0.0888], [-3.6144, -0.4152, -1.3576], [-1.9393, -0.9426, -0.0868], [-4.0589, -1.6608, 0.5522], [-3.4292, -2.1477, 1.6070], [-5.2552, -1.2189, 0.9136], [-4.2054, -2.6247, -0.3395], [2.6180, 2.1272, 0.2760], [1.3845, 2.2838, -0.4515], [0.7670, 3.6374, -0.1112], [2.7508, -0.4223, 0.2743], [2.9463, -0.2144, -1.1914], [1.1223, -1.3288, 0.3912], [0.7896, -2.1764, 1.5567], [2.6699, -2.8875, 5.3459], [1.7568, -4.4168, 5.2551], [1.1055, -2.9516, 4.5247], [3.4310, -4.6507, 3.5254], [1.9411, -4.1624, 2.6709], [4.2874, -2.4114, 3.5038], [2.7570, -1.7517, 2.9495], [5.0185, -2.9315, 1.4399], [2.2670, -3.8796, 0.6593], [3.8354, -4.6733, 0.5647], [3.4325, -3.4290, -0.6028], [4.5840, -1.3743, -0.2189], [4.6437, -0.3669, 2.6239], [5.9139, -0.5129, 1.4362], [4.4629, 1.4558, -1.0102], [5.5138, 2.5463, -0.0742], [8.1203, 0.8270, -0.0760], [7.0554, 1.9173, 2.2942], [4.5999, 5.3186, 2.3198], [4.9695, 4.4774, 3.8499], [6.1565, 4.4743, 2.5119], [2.5148, 2.2008, 2.6457], [2.9931, 0.5751, 3.1672], [0.7874, -0.3088, 2.6423], [0.3157, 1.1745, 1.8112], [1.6005, 2.2065, -1.5201], [0.6852, 1.4851, -0.1998], [1.5410, 4.3033, 0.2789], [-0.0064, 3.5506, 0.6599], [0.3082, 4.0854, -0.9955], [2.1261, 0.1791, -1.6532], [3.0845, -1.1327, -1.6065], [1.1718, -2.0088, -0.8341], [0.1799, -0.3259, 0.1380], [2.3015, 3.1845, -5.4115], [2.3595, 1.7295, -5.8767], [2.2353, 0.9837, -4.5568], [1.4337, 1.8026, -3.7014], [1.2824, 3.1077, -4.2836], [2.0039, 3.8802, -6.1934], [3.2741, 3.4986, -5.0265], [1.5071, 1.5057, -6.5200], [3.2702, 1.4770, -6.4161], [3.2171, 0.8370, -4.0900], [1.7516, 0.0110, -4.6624], [0.2609, 3.2106, -4.6597], [1.4439, 3.8576, -3.5070], [-6.4962, -5.1938, -0.3122], [-7.7673, -4.4310, 0.0591], [-8.7839, -5.0572, -0.8884], [-8.3657, -6.4069, -1.0849], [-7.0458, -6.5902, -0.5773], [-5.7345, -5.1830, 0.4669], [-6.0597, -4.7779, -1.2232], [-8.0388, -4.6335, 1.0971], [-7.6858, -3.3519, -0.0679], [-8.7932, -4.5406, -1.8544], [-9.7988, -5.0589, -0.4897], [-7.0950, -7.1761, 0.3469], [-6.4626, -7.1505, -1.3090], [-4.1232, 2.0917, -3.7839], [-5.2149, 1.7303, -4.7900], [-4.6266, 2.2745, -6.0864], [-3.2065, 2.1575, -5.9586], [-2.8637, 1.8596, -4.6091], [-4.1438, 1.4921, -2.8790], [-4.2044, 3.1440, -3.5020], [-5.3275, 0.6457, -4.8506], [-6.1869, 2.1613, -4.5560], [-4.8864, 3.3286, -6.2273], [-4.9438, 1.7201, -6.9696], [-2.5381, 0.8143, -4.5429], [-2.0298, 2.4986, -4.3097]],
  "forces_ev_per_angstrom": [[-0.18, 0.10, -0.19], [0.11, 0.06, 0.27], [-0.20, 0.19, -0.01], [0.20, -0.21, 0.10], [-0.03, -0.01, -0.02], [0.16, 0.12, 0.09], [0.19, -0.12, -0.05], [-0.08, 0.10, 0.94], [0.15, 0.07, -0.30], [-0.03, 0.34, -0.29], [-0.02, -0.30, 0.40], [-0.05, -0.02, 0.17], [0.06, 0.27, -0.46], [0.17, -0.05, -0.28], [-0.06, 0.16, 0.12], [-0.21, 0.10, 0.08], [-0.16, -0.13, 0.01], [0.04, -0.21, 0.06], [0.03, 0.06, -0.27], [0.05, -0.08, 0.10], [0.04, 0.05, -0.01], [-0.13, -0.34, -0.26], [-0.04, 0.15, 0.35], [-0.14, 0.22, -0.08], [0.05, 0.12, -0.01], [-0.03, -0.15, 0.20], [-0.04, -0.08, 0.00], [0.25, 0.11, -0.35], [-0.06, -0.06, 0.05], [-0.09, 0.10, 0.18], [0.33, -0.21, 0.01], [-0.05, 0.18, 0.01], [-0.27, 0.01, -0.01], [0.00, -0.14, 0.31], [0.14, 0.07, -0.12], [-0.14, -0.03, -0.11], [-0.17, 0.02, 0.23], [-0.06, 0.05, -0.31], [0.00, -0.11, -0.09], [0.11, 0.41, 0.10], [0.11, -0.17, 0.22], [-0.24, 0.02, -0.06], [0.00, -0.20, -0.20], [0.21, -0.22, -0.19], [-0.33, 0.07, -0.13], [-0.06, -0.11, 0.23], [0.46, 0.10, -0.46], [-0.46, -0.10, 0.25], [-0.03, -0.19, 0.34], [-0.01, 0.10, -0.02], [-0.02, -0.19, -0.01], [0.09, 0.11, -0.02], [0.17, -0.02, 0.04], [-0.12, 0.02, -0.17], [0.15, -0.08, 0.06], [-0.10, 0.03, -0.09], [0.03, -0.15, -0.03], [-0.13, 0.08, -0.08], [0.08, 0.08, -0.08], [-0.12, 0.12, 0.05], [0.03, -0.05, 0.09], [-0.16, -0.12, 0.07], [-0.08, -0.05, -0.15], [-0.07, 0.16, -0.03], [0.03, -0.23, 0.16], [-0.10, -0.12, -0.09], [-0.07, 0.11, -0.15], [-0.06, -0.14, 0.21], [0.06, -0.14, 0.09], [0.02, -0.05, -0.13], [-0.10, -0.04, 0.07], [0.11, -0.10, 0.03], [-0.04, 0.04, -0.12], [0.02, 0.19, 0.00], [0.15, 0.10, 0.15], [0.08, 0.05, 0.14], [0.09, 0.05, -0.05], [-0.06, 0.00, -0.21], [0.15, 0.00, -0.09], [0.07, -0.03, 0.10], [0.07, 0.15, 0.05], [0.10, 0.15, -0.10], [0.05, -0.04, -0.04], [0.16, 0.05, -0.19], [0.03, -0.02, 0.02], [-0.07, 0.06, 0.00], [0.08, -0.13, -0.07], [-0.01, 0.00, 0.10], [-0.02, 0.01, -0.04], [-0.01, -0.01, -0.01], [0.00, 0.00, 0.01], [0.00, -0.01, 0.01], [0.01, 0.02, 0.01], [0.01, 0.00, -0.02], [-0.01, 0.00, 0.01], [0.01, 0.00, -0.02], [0.00, -0.01, 0.02], [0.01, 0.03, -0.02], [0.01, -0.02, 0.02], [0.02, 0.02, 0.00], [-0.02, -0.03, -0.03], [0.00, 0.02, 0.04], [-0.01, -0.01, 0.01], [0.00, -0.01, 0.00], [-0.01, 0.00, 0.00], [0.01, 0.00, -0.01], [0.00, 0.01, 0.01], [0.00, -0.01, 0.00], [0.02, 0.00, 0.00], [-0.01, 0.00, -0.01], [0.00, 0.08, -0.07], [0.04, -0.03, -0.02], [-0.04, 0.01, 0.02], [0.04, 0.01, -0.02], [-0.02, -0.04, 0.02], [-0.04, -0.03, 0.02], [0.00, 0.00, 0.00], [0.00, 0.00, 0.00], [0.01, 0.01, 0.00], [-0.01, 0.00, 0.00], [0.01, 0.00, 0.00], [0.01, 0.01, 0.02], [0.00, -0.01, 0.01]]
}

No. 2
{
  "formula": "C35H58Br16ClN5OS",
  "method": "ωB97M-V/def2-TZVPD",
  "smiles": "CC[C@H](Cl)c1ccc2c(c1CC(N)(N)N)Sc1ccc(O)cc1N2CNC.BrCCBr.BrCCBr.BrCCBr.BrCCBr.BrCCBr.BrCCBr.BrCCBr.BrCCBr",
  "largest_force_ev_per_a": 1.7,
  "lumo_energy_ev": 0.39,
  "homo_ev": -7.308,
  "gap_ev": 7.70,
  "relative_energy_kcal_mol": 0.0,
  "energy_ha": -43760.07154,
  "elements": ["C", "C", "C", "Cl", "C", "C", "C", "C", "C", "C", "C", "C", "N", "N", "N", "S", "C", "C", "C", "C", "O", "C", "C", "N", "C", "N", "C", "H", "H", "H", "H", "H", "H", "H", "H", "H", "H", "H", "H", "H", "H", "H", "H", "H", "H", "H", "H", "H", "H", "H", "H", "H", "H", "Br", "C", "C", "Br", "H", "H", "H", "H", "Br", "C", "C", "Br", "H", "H", "H", "H", "Br", "C", "C", "Br", "H", "H", "H", "H", "Br", "C", "C", "Br", "H", "H", "H", "H", "Br", "C", "C", "Br", "H", "H", "H", "H", "Br", "C", "C", "Br", "H", "H", "H", "H", "Br", "C", "C", "Br", "H", "H", "H", "H", "Br", "C", "C", "Br", "H", "H", "H", "H"],
  "positions_angstrom": [[-5.4266, 0.9758, -1.9432], [-3.9601, 0.5195, -1.9354], [-2.9495, 1.7048, -1.7399], [-1.9905, 2.0344, -3.2261], [-2.1104, 1.4736, -0.4911], [-2.2510, 2.4195, 0.5018], [-1.5948, 2.3359, 1.7107], [-0.7677, 1.2556, 1.9253], [-0.6006, 0.3048, 0.9187], [-1.2551, 0.3719, -0.3067], [-1.1092, -0.6893, -1.4070], [-1.7503, -2.0887, -1.0732], [-0.7150, -3.0485, -0.7177], [-2.3317, -2.5950, -2.3606], [-2.7906, -2.0141, -0.0576], [0.5051, -1.0375, 1.3626], [-0.0662, -1.3113, 3.0417], [-0.2760, -2.5748, 3.5408], [-0.7557, -2.6881, 4.8376], [-0.9838, -1.5535, 5.5730], [-1.4797, -1.6786, 6.8539], [-0.7673, -0.2774, 5.0651], [-0.3037, -0.1608, 3.7735], [-0.0966, 1.1392, 3.1909], [1.3407, 1.5156, 3.1140], [2.0909, 0.8312, 4.1635], [3.3465, 0.2726, 3.6749], [-5.8642, 1.0562, -0.9378], [-5.5688, 1.9495, -2.4324], [-6.0426, 0.2520, -2.4940], [-3.7111, -0.0076, -2.8642], [-3.8368, -0.1375, -1.0687], [-3.5734, 2.5871, -1.5597], [-2.9220, 3.2807, 0.3397], [-1.7086, 3.0491, 2.5248], [-1.6482, -0.3199, -2.2794], [-0.0473, -0.7686, -1.6598], [0.0223, -3.0099, -1.4139], [-1.1072, -3.9790, -0.6189], [-3.2404, -2.1781, -2.5425], [-2.4033, -3.6023, -2.2701], [-2.6430, -2.6700, 0.7045], [-3.7021, -2.2308, -0.4379], [-0.0975, -3.4427, 2.9091], [-0.9726, -3.6547, 5.2875], [-1.6935, -0.7853, 7.1486], [-0.9707, 0.6355, 5.6245], [1.4604, 2.6057, 3.2319], [1.8033, 1.2543, 2.1521], [2.2948, 1.4612, 4.9289], [3.9822, 0.9936, 3.1288], [3.9656, -0.0969, 4.5073], [3.1462, -0.6099, 3.0518], [-5.9923, -3.7742, -0.2562], [-6.3807, -3.8325, 1.6517], [-5.3661, -3.0654, 2.4609], [-3.6955, -4.0468, 2.6480], [-6.4364, -4.8812, 1.9268], [-7.3655, -3.3799, 1.7512], [-5.7262, -2.9243, 3.4781], [-5.1152, -2.0994, 2.0301], [-6.5608, 2.1296, -7.5574], [-7.5595, 0.5820, -6.9302], [-7.2898, 0.3044, -5.4755], [-5.5547, -0.5365, -5.2189], [-7.2950, -0.2488, -7.5770], [-8.6065, 0.8384, -7.0809], [-8.0134, -0.4085, -5.0836], [-7.2994, 1.2014, -4.8627], [1.6717, -2.4237, -3.3889], [0.8747, -4.1211, -3.9024], [1.1340, -4.4372, -5.3516], [-0.0079, -3.3860, -6.5251], [-0.1835, -4.0560, -3.6606], [1.3478, -4.8632, -3.2599], [0.8846, -5.4753, -5.5641], [2.1596, -4.2435, -5.6514], [-5.3138, 4.8410, -2.9222], [-6.0954, 4.8973, -1.1400], [-5.4016, 5.9128, -0.2729], [-3.6743, 5.2594, 0.3518], [-6.0477, 3.8882, -0.7386], [-7.1364, 5.1759, -1.2931], [-5.9773, 6.1033, 0.6311], [-5.2187, 6.8512, -0.7874], [4.1130, 1.9217, 7.1497], [4.5296, 0.2010, 7.9563], [3.4210, -0.7934, 7.7222], [1.9006, -0.4527, 8.8872], [4.7268, 0.3832, 9.0082], [5.4466, -0.1281, 7.4701], [3.7533, -1.7992, 7.9722], [3.0455, -0.7805, 6.7020], [5.6701, -1.5719, -6.3717], [5.6441, -1.6824, -4.4310], [6.1448, -3.0172, -3.9490], [4.8014, -4.4048, -4.1869], [4.6269, -1.4687, -4.1157], [6.3025, -0.8832, -4.0930], [6.3385, -2.9874, -2.8783], [7.0387, -3.3499, -4.4675], [9.1860, 0.0260, -7.8672], [8.3548, 1.6998, -7.3258], [8.7821, 2.1045, -5.9402], [7.8715, 1.0515, -4.5808], [7.2810, 1.5642, -7.4165], [8.6900, 2.4337, -8.0563], [8.4981, 3.1357, -5.7387], [9.8479, 1.9859, -5.7713], [6.5371, 5.9434, 6.2235], [7.4957, 4.2894, 5.8614], [7.6653, 4.0605, 4.3826], [6.0101, 3.4455, 3.5676], [6.9464, 3.4920, 6.3540], [8.4651, 4.4113, 6.3414], [8.3865, 3.2657, 4.2011], [7.9707, 4.9530, 3.8452]],
  "forces_ev_per_angstrom": [[-0.33, 0.03, -0.28], [0.02, 0.56, 0.10], [-0.91, -0.87, 0.73], [-0.11, 0.11, 0.15], [0.44, 0.09, -0.68], [-0.66, 1.10, 0.13], [0.11, -0.26, 0.38], [0.08, 0.28, 0.15], [0.58, -0.66, 0.50], [-0.33, -0.17, -0.39], [-0.53, 0.37, 0.96], [0.10, -0.64, -1.26], [-0.29, 0.46, 0.49], [0.42, 0.49, 0.19], [0.15, -0.11, 0.55], [-0.24, -0.16, -0.03], [0.41, 0.63, -1.47], [-0.12, -0.15, 0.11], [0.17, -0.86, -0.02], [-0.45, 0.84, 0.99], [0.03, -0.04, -0.26], [-0.10, 0.05, -0.34], [-0.05, 0.22, 0.17], [0.20, -0.28, -0.06], [0.64, 0.09, 0.48], [0.45, 0.26, -0.22], [0.37, -0.41, 0.17], [0.32, -0.01, -0.10], [0.15, -0.22, -0.04], [0.12, 0.14, 0.19], [-0.16, 0.05, 0.22], [0.13, -0.09, -0.38], [0.46, 0.06, -0.22], [0.76, -1.41, -0.01], [-0.11, 0.01, -0.28], [0.44, -0.13, 0.02], [-0.25, -0.28, -0.12], [-0.08, -0.20, 0.18], [0.11, 0.01, -0.17], [0.03, -0.17, -0.10], [-0.43, 0.10, -0.08], [0.28, 0.23, -0.10], [0.14, -0.05, -0.12], [-0.06, 0.13, 0.18], [0.06, 0.17, -0.10], [0.04, -0.18, 0.18], [0.05, -0.27, 0.06], [-0.45, -0.20, -0.11], [-0.37, -0.06, 0.07], [-0.13, 0.00, -0.01], [-0.22, -0.21, -0.03], [-0.29, 0.20, -0.04], [0.00, 0.37, -0.08], [-0.02, -0.09, 0.02], [-0.09, 0.18, -0.13], [0.10, -0.13, 0.14], [-0.08, -0.04, 0.05], [0.06, 0.03, 0.03], [0.04, 0.02, 0.04], [-0.03, -0.01, -0.03], [-0.02, -0.04, -0.05], [0.02, -0.08, -0.02], [-0.08, 0.30, -0.06], [0.05, -0.28, 0.10], [0.04, 0.02, -0.11], [0.03, -0.02, 0.07], [0.01, -0.03, 0.06], [-0.02, 0.02, -0.05], [0.01, 0.03, -0.08], [-0.10, 0.13, -0.04], [0.24, -0.07, 0.12], [-0.23, -0.04, -0.16], [0.07, 0.02, 0.01], [0.00, 0.09, -0.09], [0.04, -0.01, -0.07], [0.01, 0.01, 0.07], [-0.01, 0.03, 0.07], [0.02, -0.08, 0.06], [-0.06, 0.10, -0.30], [0.09, 0.03, 0.33], [-0.57, 1.12, -0.15], [0.04, 0.04, 0.04], [0.02, 0.03, 0.06], [-0.03, -0.03, -0.04], [-0.03, -0.05, -0.05], [0.06, 0.12, 0.08], [0.05, 0.02, -0.27], [-0.08, -0.11, 0.21], [-0.01, 0.03, -0.09], [-0.08, -0.04, 0.00], [-0.05, -0.04, -0.01], [0.04, 0.03, 0.00], [0.02, 0.06, 0.01], [-0.10, -0.02, 0.04], [0.12, 0.14, -0.18], [-0.16, -0.03, 0.21], [0.15, -0.19, -0.07], [0.01, -0.10, 0.02], [-0.07, -0.19, 0.01], [-0.03, 0.04, -0.02], [-0.04, 0.06, -0.05], [-0.07, 0.01, 0.02], [0.21, -0.08, -0.19], [-0.21, 0.11, 0.10], [0.24, 0.17, 0.04], [0.01, -0.01, 0.09], [0.00, 0.03, 0.06], [-0.02, -0.02, -0.04], [-0.02, -0.05, -0.06], [-0.05, -0.09, 0.01], [0.12, 0.25, 0.10], [-0.08, -0.26, -0.05], [-0.01, 0.05, -0.04], [-0.02, -0.01, -0.08], [0.01, -0.02, -0.06], [0.00, 0.02, 0.05], [-0.02, 0.02, 0.08]]
}